No. 1
Formula: C29H54ClOPRu
Source: OMol25
Level of theory: the ωB97M-V functional and the def2-TZVPD basis

Last column: Löwdin spin population.
Positions of all 87 atoms, in Å:
H 1.875 2.165 -2.403  0.071
H -1.674 -0.876 2.312  0.000
C -2.629 2.073 -0.843  0.000
C -1.154 1.705 -0.549  0.001
H 5.488 -3.937 0.724  0.000
H -1.043 3.074 1.120  0.000
H -2.311 2.125 2.160  0.000
P -0.876 -0.033 0.292  0.029
C -4.311 -1.971 -2.460  0.000
H -3.163 1.265 -1.355  0.000
H 5.403 0.107 -2.280  0.005
H -3.436 0.828 1.700  0.000
H 0.035 1.595 2.787  0.004
C -4.324 -2.169 -0.941  0.000
C -1.999 -0.877 -2.263  0.005
H -0.766 -0.830 4.492  0.000
H -0.005 4.037 -1.599  0.001
H -0.624 1.545 -1.509  0.004
H -2.944 -1.572 -4.084  0.000
C 1.844 0.378 0.416  0.485
H 2.979 -4.382 2.631  0.000
H 4.151 0.944 -4.048  0.015
H -3.995 -3.192 -0.711  0.000
C -2.775 3.354 -1.678  0.000
C -0.515 2.902 0.170  0.005
H -2.573 4.904 -0.185  0.000
C 4.406 0.748 -0.529  0.036
Cl -0.363 -3.011 1.745  0.062
H 0.824 0.222 -4.399  0.076
C -2.889 -1.872 -3.029  0.001
H 3.610 -4.288 -1.018  0.000
C 3.787 1.264 -3.043  0.120
H -2.024 5.378 -1.788  0.000
H -0.138 5.016 -0.128  0.000
H 1.862 -4.659 1.301  0.000
H -2.140 0.735 5.803  0.001
H 1.356 1.164 -0.221  0.037
H 5.292 -2.187 0.503  0.000
H -4.834 -2.812 -2.930  0.000
C -0.593 4.184 -0.681  0.001
H 3.858 -0.723 -2.042  0.005
H 2.080 -3.388 -0.861  0.004
H 3.503 -5.382 1.254  0.000
H -0.981 -0.872 -2.675  0.004
H 3.591 -2.524 -1.205  0.001
H 5.163 -2.893 2.118  0.000
C -3.421 -1.180 -0.196  0.001
H 3.626 -0.172 1.289  0.001
H -2.430 -2.871 -3.002  0.000
Ru 0.923 -1.124 1.106  1.924
H -1.564 2.108 4.878  0.000
H -3.856 -0.173 -0.283  0.000
H -4.887 -1.073 -2.725  0.000
C -1.822 1.042 4.797  0.003
H -3.801 1.564 4.071  0.000
C -2.991 0.872 3.812  0.001
H -2.390 3.166 -2.691  0.000
C -1.391 0.158 2.063  0.017
H -3.388 -0.149 3.917  0.000
H -1.517 -2.137 -0.555  0.002
C 2.250 1.319 -3.058  0.761
C -0.188 0.528 2.919  0.067
C 4.924 -3.057 1.063  0.001
H -5.347 -2.065 -0.562  0.000
C 2.916 -4.501 1.547  0.001
H 3.301 1.573 1.099  0.026
C 3.295 0.604 0.578  0.102
H -3.413 -1.436 0.872  0.000
H 4.175 2.286 -2.840  0.005
H 0.257 0.487 5.065  0.000
C -2.584 1.076 2.349  0.004
C 1.392 0.380 -3.477  0.807
H 4.716 1.800 -0.514  0.002
H 5.251 0.206 -0.087  0.003
C 3.152 -3.359 -0.650  0.008
H -2.391 0.131 -2.452  0.000
H -3.154 2.223 0.112  0.000
H 0.529 2.719 0.443  0.005
C 4.350 0.260 -1.974  0.047
H 0.972 -0.313 -2.709  0.081
H 0.748 -0.038 2.628  0.027
C -1.992 -1.158 -0.748  0.009
H -3.842 3.595 -1.778  0.000
C -2.029 4.548 -1.071  0.000
C -0.571 0.248 4.385  0.006
O 2.753 -2.114 1.466  0.106
C 3.412 -3.236 0.845  0.008

Its HOMO energy (alpha / beta) is -2.13 / -3.46 eV. As for the total charge: -1. The calculation puts the electronic energy at -57385.2087 eV. The multiplicity is 6.

No. 2
Formula: C6H12O
Source: OMol25
Level of theory: the ωB97M-V functional and the def2-TZVPD basis

Last column: Mulliken charge in e.
Positions of all 19 atoms, in Å:
H 0.639 -0.869 -2.351  0.369
H -2.076 -0.025 1.823  0.336
H -2.233 0.582 -0.501  0.341
H -1.771 -1.085 -0.899  0.299
C 0.419 -0.156 -1.549  -0.768
H -0.597 0.166 2.764  0.343
C -1.005 -0.273 1.845  -1.247
H 1.781 1.827 -0.188  0.345
H -1.675 0.226 -2.082  0.373
H -0.248 1.323 0.562  0.254
H -0.920 -1.364 1.919  0.281
O 2.494 1.275 0.166  -0.529
H 2.856 -0.650 0.628  0.423
C 2.072 -0.012 0.232  -0.636
H 0.692 -1.554 0.053  0.365
H 0.654 0.870 -1.852  0.291
C -1.476 -0.039 -1.025  -1.059
C 0.757 -0.476 -0.126  0.129
C -0.363 0.233 0.581  0.092

Its HOMO energy (alpha / beta) is -6.56 / -6.42 eV. The calculation puts the electronic energy at -8457.7979 eV. The calculation puts the energy above the lowest of the compared OMol25 structures with the same formula, charge and spin at 632.56 kJ/mol.

No. 3
Formula: C14H24I2LaLuO4S2
Source: OMol25
Level of theory: the ωB97M-V functional and the def2-TZVPD basis

Last column: Mulliken charge in e.
Positions of all 48 atoms, in Å:
H -2.194 3.937 1.698  0.382
H 1.185 -3.237 3.411  0.364
H -1.121 -4.669 0.246  0.304
H 0.611 -4.813 -0.047  0.370
C -2.635 1.863 1.276  1.003
O -3.361 3.375 -2.747  -0.041
O -2.588 -2.290 1.893  -0.104
C 0.166 -3.664 1.634  0.820
H 2.904 1.860 -3.247  0.233
H -3.712 1.559 3.163  0.461
H -3.486 1.360 -0.692  0.132
H -0.561 -3.153 3.599  0.300
H 4.379 -0.062 -0.322  0.415
H -2.855 3.695 0.075  0.272
H 0.214 -4.743 3.402  0.408
I 1.946 4.207 0.988  0.127
H 4.457 0.914 -3.351  0.434
H 1.476 -0.237 -3.549  0.198
C -2.703 1.398 2.745  -1.325
H 4.072 1.955 -1.917  0.397
C 3.965 -0.732 -1.085  -1.325
C -2.926 3.360 1.124  -1.301
C 3.650 1.272 -2.674  -1.225
C -0.147 -4.782 0.747  -1.067
C 0.347 1.962 -3.963  0.169
H -0.134 -5.697 1.331  0.399
I 2.326 1.977 2.838  0.203
Lu 0.239 -0.625 0.414  1.434
S -0.699 1.541 1.054  -0.271
H -3.947 3.588 1.494  0.447
La -0.066 2.421 -1.487  1.637
O 0.681 2.074 -5.064  -0.035
C 2.214 -0.789 -2.934  -1.171
O 0.514 -2.541 1.064  -0.678
H -4.596 1.184 0.713  0.481
C 0.246 -3.702 3.103  -0.988
H -1.963 1.973 3.313  0.450
H 2.953 -1.253 -3.636  0.446
C -3.544 1.055 0.368  -0.873
C -2.064 -1.430 1.304  -0.070
H 4.775 -1.172 -1.696  0.457
H 3.413 -1.519 -0.544  0.311
S 2.041 0.956 -0.469  -0.404
H 1.675 -1.624 -2.447  0.283
H -2.426 0.334 2.796  0.258
C 2.981 0.097 -1.950  0.971
C -2.397 2.838 -2.382  0.180
H -3.307 -0.021 0.409  0.130

Its HOMO energy is -20.53 eV. As for the total charge: +4. The calculation puts the electronic energy at -95408.0242 eV. The calculation puts the energy above the lowest of the compared OMol25 structures with the same formula, charge and spin at 118.43 kJ/mol.

No. 4
Formula: C14H18N4O4S
Source: OMol25
Level of theory: the ωB97M-V functional and the def2-TZVPD basis

Last column: Mulliken charge in e.
Positions of all 41 atoms, in Å:
H -0.243 -3.461 0.708  0.654
C 1.309 2.310 -1.786  0.525
H -0.383 -2.501 -1.558  0.292
C -0.889 3.214 -1.694  -0.492
S -2.102 -0.418 0.789  1.105
H -2.632 -3.884 1.310  0.333
H -3.645 -2.435 1.509  0.371
N -0.059 0.505 2.371  0.182
C 2.683 2.536 -1.674  -0.560
O -1.402 0.156 -0.323  -0.422
N -1.774 -2.072 0.756  0.003
H -2.341 -2.773 2.673  0.376
C 0.135 0.967 3.621  -0.352
C -2.643 -2.839 1.621  -1.040
O 0.508 3.395 -1.614  -0.464
C 3.110 0.206 -2.056  -0.818
H 4.630 1.674 -1.728  0.362
C 1.749 -0.026 -2.168  0.507
C 0.542 -1.597 -0.027  0.462
H -2.960 0.438 3.805  0.478
C -1.391 0.210 2.275  -0.068
C -0.372 -2.393 0.918  -1.016
C 3.570 1.491 -1.816  -0.572
H -1.325 4.170 -1.407  0.280
H -1.196 2.970 -2.716  0.310
H 0.580 -1.409 -3.304  0.408
H 2.050 -2.103 -2.584  0.387
H 3.024 3.538 -1.469  0.459
C 0.851 1.028 -2.061  -0.077
H -1.237 2.430 -1.017  0.050
O 1.369 -0.822 0.423  -0.812
C -1.939 0.521 3.495  -0.192
H 3.809 -0.613 -2.143  0.345
H -0.032 -2.206 1.949  0.362
O -3.522 -0.270 0.837  -0.697
H 0.632 0.319 1.641  0.222
C 1.215 -1.412 -2.414  -1.209
N -0.974 0.989 4.317  -0.638
H -0.202 0.820 -2.140  0.528
H 1.090 1.278 3.992  0.423
N 0.409 -1.928 -1.312  0.005

Its structure (SMILES) is COc1cccc(CNC(=O)CN(C)S(=O)(=O)c2cnc[nH]2)c1. Its HOMO energy is -8.27 eV. The calculation puts the electronic energy at -39795.2985 eV. The calculation puts the energy above the lowest of the compared OMol25 structures with the same formula, charge and spin at 16.91 kJ/mol.

Q: What is the electronic energy in the second record?
A: -8457.7979 eV